*one*
This record from the Open Molecules 2025 dataset describes a 7-piece molecular cluster, C28H56O7 overall. The level of theory is ωB97M-V with the def2-TZVPD basis set.

- SMILES: C1CCOC1.C1CCOC1.C1CCOC1.C1CCOC1.C1CCOC1.C1CCOC1.C1CCOC1

```
! RIJCOSX wB97M-V def2-TZVPD def2/J DEFGRID3
* xyz 0 1
C 8.38 0.92 2.51
C 9.91 1.05 2.53
C 10.27 0.80 1.04
O 9.18 0.06 0.47
C 7.98 0.23 1.24
H 7.74 1.79 2.63
H 8.01 0.39 3.38
H 10.30 0.29 3.22
H 10.19 1.96 3.05
H 11.24 0.42 0.72
H 10.23 1.79 0.59
H 7.64 -0.78 1.46
H 7.18 0.81 0.77
C -0.29 -0.54 2.56
C -0.19 0.06 1.18
C 1.18 -0.33 0.70
O 1.75 -1.13 1.74
C 1.13 -0.90 2.97
H -0.95 -1.41 2.55
H -0.76 0.08 3.33
H -0.24 1.15 1.10
H -1.00 -0.26 0.52
H 1.81 0.55 0.59
H 1.35 -0.80 -0.26
H 1.59 -0.03 3.44
H 1.37 -1.76 3.59
C -6.77 1.61 1.68
C -7.18 2.08 3.03
C -8.54 2.50 2.74
O -8.57 3.07 1.44
C -7.67 2.27 0.66
H -7.11 0.57 1.62
H -5.69 1.65 1.50
H -6.54 2.91 3.33
H -7.30 1.30 3.78
H -8.87 3.22 3.49
H -9.19 1.65 2.93
H -7.07 2.94 0.04
H -8.11 1.48 0.05
C 3.50 -3.83 -5.59
C 4.76 -3.64 -4.70
C 5.00 -2.17 -4.97
O 3.73 -1.62 -5.01
C 2.95 -2.40 -5.89
H 2.78 -4.39 -4.99
H 3.72 -4.40 -6.50
H 5.65 -4.25 -4.87
H 4.51 -3.91 -3.68
H 5.57 -1.93 -5.87
H 5.55 -1.79 -4.11
H 3.16 -2.11 -6.92
H 1.91 -2.20 -5.67
C -1.58 2.58 -5.24
C -2.83 2.72 -4.50
C -3.68 1.63 -5.18
O -3.23 1.63 -6.56
C -1.88 2.08 -6.71
H -0.92 1.85 -4.77
H -1.01 3.51 -5.19
H -3.33 3.68 -4.63
H -2.86 2.61 -3.42
H -4.69 2.03 -5.11
H -3.64 0.66 -4.68
H -1.85 2.88 -7.45
H -1.29 1.22 -7.03
C -1.49 4.71 5.61
C -1.36 3.80 6.86
C -2.16 4.66 7.87
O -2.33 5.96 7.33
C -2.29 5.94 5.94
H -2.02 4.28 4.76
H -0.53 4.85 5.11
H -0.30 3.63 7.07
H -1.77 2.81 6.67
H -1.51 4.83 8.73
H -3.07 4.11 8.11
H -1.80 6.87 5.63
H -3.25 5.99 5.43
C -1.28 -5.57 -1.34
C -1.32 -6.50 -2.59
C -2.38 -7.43 -2.23
O -2.80 -7.14 -0.84
C -1.78 -6.46 -0.19
H -1.96 -4.77 -1.62
H -0.42 -5.07 -0.89
H -0.40 -7.07 -2.51
H -1.57 -5.90 -3.46
H -2.06 -8.47 -2.33
H -3.35 -7.14 -2.64
H -1.05 -7.15 0.23
H -2.14 -5.88 0.65
*
```

*two*
This record from the Open Molecules 2025 dataset describes a 7-piece molecular cluster, C28H56O7 overall. The level of theory is ωB97M-V with the def2-TZVPD basis set.

- SMILES: C1CCOC1.C1CCOC1.C1CCOC1.C1CCOC1.C1CCOC1.C1CCOC1.C1CCOC1

```
! RIJCOSX wB97M-V def2-TZVPD def2/J DEFGRID3
* xyz 0 1
C -21.49 -4.46 -13.25
C -20.49 -4.80 -12.05
C -21.17 -6.07 -11.40
O -21.97 -6.63 -12.42
C -22.57 -5.60 -13.14
H -20.95 -4.32 -14.18
H -22.13 -3.58 -13.11
H -20.40 -3.97 -11.34
H -19.48 -4.88 -12.45
H -21.77 -5.87 -10.51
H -20.43 -6.80 -11.05
H -23.41 -5.42 -12.48
H -22.88 -6.01 -14.10
C -22.42 -9.48 -14.74
C -21.73 -9.25 -16.06
C -20.31 -8.69 -15.65
O -20.13 -9.49 -14.46
C -21.30 -9.81 -13.76
H -23.14 -10.30 -14.72
H -22.96 -8.62 -14.36
H -22.26 -8.61 -16.78
H -21.44 -10.17 -16.56
H -20.32 -7.73 -15.14
H -19.50 -8.76 -16.37
H -21.41 -9.16 -12.89
H -21.40 -10.85 -13.44
C -15.26 -9.65 -15.49
C -15.10 -8.19 -16.08
C -15.41 -8.52 -17.53
O -16.55 -9.35 -17.40
C -16.44 -10.26 -16.28
H -15.49 -9.60 -14.43
H -14.31 -10.20 -15.50
H -14.07 -7.83 -16.10
H -15.92 -7.58 -15.71
H -14.63 -9.16 -17.95
H -15.62 -7.58 -18.03
H -16.20 -11.27 -16.63
H -17.26 -10.32 -15.56
C -14.71 -2.54 -10.59
C -15.48 -2.73 -11.89
C -15.59 -4.23 -12.10
O -14.34 -4.67 -11.62
C -14.01 -3.92 -10.48
H -15.45 -2.33 -9.81
H -14.02 -1.71 -10.76
H -14.83 -2.42 -12.70
H -16.47 -2.27 -11.97
H -15.78 -4.41 -13.16
H -16.36 -4.72 -11.51
H -12.93 -3.98 -10.61
H -14.31 -4.33 -9.52
C -17.10 -7.95 -11.53
C -17.02 -8.08 -10.06
C -18.47 -8.29 -9.69
O -19.08 -8.88 -10.83
C -18.37 -8.64 -11.99
H -16.25 -8.33 -12.10
H -17.23 -6.92 -11.86
H -16.70 -7.21 -9.48
H -16.60 -9.00 -9.64
H -18.88 -7.29 -9.54
H -18.43 -8.90 -8.79
H -18.95 -8.10 -12.73
H -18.16 -9.56 -12.54
C -22.14 -9.67 -6.70
C -21.80 -10.80 -7.74
C -22.37 -10.21 -9.07
O -23.09 -9.00 -8.75
C -22.59 -8.48 -7.52
H -21.37 -9.44 -5.96
H -23.00 -10.02 -6.13
H -22.12 -11.83 -7.66
H -20.71 -10.67 -7.75
H -23.09 -10.88 -9.54
H -21.48 -9.99 -9.66
H -23.46 -7.98 -7.11
H -21.76 -7.81 -7.77
C -18.65 -12.86 -10.80
C -19.25 -12.84 -12.20
C -20.59 -13.48 -11.95
O -20.90 -13.08 -10.58
C -19.86 -12.39 -9.96
H -17.84 -12.13 -10.74
H -18.32 -13.87 -10.56
H -18.61 -13.36 -12.91
H -19.36 -11.82 -12.58
H -20.49 -14.55 -12.14
H -21.41 -13.08 -12.56
H -19.73 -12.51 -8.89
H -20.04 -11.34 -10.19
*
```

Which is most stable, and by how much? *two*, by 20.3 kcal/mol.

*one*
This record from the Open Molecules 2025 dataset describes an isolated ion of composition C4H12N2 and charge +2. The level of theory is ωB97M-V with the def2-TZVPD basis set.

- SMILES: [NH3+]/C=C/CC[NH3+]

```
! RIJCOSX wB97M-V def2-TZVPD def2/J DEFGRID3
* xyz 2 1
N -1.98 1.24 -1.78
C -0.95 0.39 -1.10
C -1.01 0.31 0.21
C -0.12 -0.55 1.01
C 1.23 -1.04 0.47
N 2.43 -0.38 1.23
H -1.67 1.37 -2.74
H -2.91 0.82 -1.89
H -1.97 2.22 -1.37
H -0.28 -0.17 -1.79
H -1.81 0.85 0.82
H -0.61 -1.54 1.25
H 0.02 -0.30 2.08
H 1.38 -2.13 0.47
H 1.46 -0.89 -0.60
H 2.07 0.28 1.95
H 3.00 -1.07 1.74
H 3.17 -0.09 0.59
*
```

*two*
This record from the Open Molecules 2025 dataset describes an isolated ion of composition C4H12N2 and charge +2. The level of theory is ωB97M-V with the def2-TZVPD basis set.

- SMILES: C=C([NH3+])CC[NH3+]

```
! RIJCOSX wB97M-V def2-TZVPD def2/J DEFGRID3
* xyz 2 1
C 0.24 0.91 -1.72
C -0.63 0.23 -0.99
N -1.99 0.89 -0.92
C -0.44 -0.72 0.18
C 1.07 -0.99 0.47
N 1.51 -0.38 1.81
H 0.06 1.89 -2.11
H 1.18 0.41 -1.96
H -2.36 1.06 0.03
H -2.74 0.33 -1.34
H -2.03 1.84 -1.30
H -0.80 -1.74 0.03
H -0.89 -0.29 1.07
H 1.25 -2.06 0.58
H 1.79 -0.61 -0.25
H 2.50 -0.18 1.84
H 0.99 0.47 2.03
H 1.31 -1.06 2.55
*
```

Which is most stable, and by how much? *one*, by 1.7 kcal/mol.